[1]
8 unconnected molecules or ions with the total composition C23H34N8O13 in a non-equilibrium geometry. Source: OMol25; level of theory: wB97M-V/def2-TZVPD.

ORCA input file:
```
! wB97M-V def2-TZVPD RIJCOSX def2/J DEFGRID3
* xyz -2 1
C 23.0101 19.1144 1.4123
O 22.8229 19.7956 2.4432
O 22.2903 19.3451 0.3857
O 24.0021 18.3300 1.3128
C 21.5170 21.2558 -4.0338
C 20.8429 22.2617 -4.6354
C 19.9967 23.0925 -3.8589
C 19.9068 22.9743 -2.4657
C 20.5593 21.8746 -1.8950
C 21.4143 21.0798 -2.6875
O 22.2899 20.1759 -2.0951
O 19.3179 24.1207 -4.4609
H 22.1472 20.5158 -4.5046
H 21.0148 22.4002 -5.6926
H 19.3913 23.7835 -1.9699
H 20.4452 21.5293 -0.8780
H 22.1398 19.9460 -1.1752
H 19.6146 24.0654 -5.3722
C 26.2734 24.4585 2.5963
C 25.0489 24.0299 3.0607
C 24.4075 22.9322 2.3996
C 24.9075 22.4865 1.1163
C 26.2783 22.7751 0.8431
C 26.8764 23.7533 1.5701
O 28.0993 24.0895 1.0631
O 23.1931 22.3783 2.8317
H 26.7230 25.2583 3.1661
H 24.6459 24.2567 4.0367
H 24.4446 21.8290 0.3953
H 26.7875 22.2623 0.0405
H 28.3480 23.3868 0.4583
H 23.0911 21.5012 2.4551
C 21.5541 14.1154 -0.3175
C 20.3882 13.4825 0.0972
C 19.2635 14.1854 0.3358
C 19.1809 15.5595 0.2174
C 20.3732 16.2485 0.0963
C 21.5796 15.5174 -0.2313
O 22.6942 16.2467 -0.5345
O 18.1482 13.5538 0.6357
H 22.4232 13.5224 -0.5615
H 20.3597 12.4283 0.3300
H 18.3484 16.1127 0.6265
H 20.4056 17.3276 0.1249
H 22.6492 16.8617 0.2012
H 17.6130 13.8108 1.3901
C 26.3104 15.5636 1.9092
O 25.8627 15.6695 3.0692
N 27.0774 14.5120 1.6060
N 26.0206 16.4698 1.0401
H 27.1325 13.7782 2.2979
H 27.2442 14.3511 0.6230
H 26.3890 16.2886 0.1173
H 25.1811 17.0042 1.2126
C 27.5330 19.9945 2.0514
O 26.9706 19.7942 3.1581
N 26.9105 19.5125 0.9813
N 28.6612 20.5457 1.8907
H 26.1337 18.9114 1.2166
H 27.3596 19.6596 0.0887
H 29.2478 21.0016 2.5749
H 29.0545 20.3503 0.9812
C 19.4156 21.7125 1.4023
O 18.3730 22.1819 1.1817
N 19.5576 20.4491 1.4708
N 20.4014 22.4819 1.7515
H 18.7943 19.8823 1.1299
H 20.3641 19.9942 1.8742
H 21.3090 22.0390 1.7682
H 20.2357 23.4759 1.6845
C 19.9356 18.6031 4.3850
O 18.8602 18.5635 4.9835
N 20.8665 19.4908 4.4541
N 20.1618 17.7794 3.4729
H 20.7760 20.3583 4.9633
H 21.4898 19.6101 3.6684
H 19.4487 17.0771 3.6078
H 21.1423 17.5552 3.3813
*
```

Values from the calculation:
gap between HOMO and LUMO	5.8	eV
energy relative to the best compared isomer or geometry (same formula, charge and spin)	49.5	kcal per mole
energy	-62943.2564	eV

---

[2]
C3H8N2 in the gas phase in a non-equilibrium geometry. Source: OMol25; level of theory: wB97M-V/def2-TZVPD.

ORCA input file:
```
! wB97M-V def2-TZVPD RIJCOSX def2/J DEFGRID3
* xyz 0 1
C 0.7185 -0.3724 -1.6743
C 0.0858 0.8142 -0.9640
N -0.7982 -1.0670 1.1496
C -0.0953 0.0985 1.3010
N 0.2828 0.9559 0.4617
H 0.1507 -1.2770 -1.8934
H 1.5468 -0.8050 -1.0944
H 1.1381 -0.1404 -2.6581
H -0.9822 0.9242 -1.2278
H 0.5607 1.7042 -1.3785
H -1.1960 -1.3306 0.2615
H -1.5274 -1.3043 1.8162
H 0.1188 0.3020 2.3545
*
```

Values from the calculation:
SMILES	CC/N=C\N
gap between HOMO and LUMO	10.0	eV
energy relative to the best compared isomer or geometry (same formula, charge and spin)	36.7	kcal per mole
energy	-6220.2574	eV

---

[3]
C6H11ClO in the gas phase in a non-equilibrium geometry. Source: OMol25; level of theory: wB97M-V/def2-TZVPD.

ORCA input file:
```
! wB97M-V def2-TZVPD RIJCOSX def2/J DEFGRID3
* xyz 0 1
C -1.6566 -0.8452 -0.8377
C -0.6902 -0.2173 0.1527
C -0.2604 1.2535 -0.1323
C 1.2599 1.3501 -0.1257
C 1.6408 0.0340 0.5900
C 0.6590 -0.9836 0.1316
H -1.7076 -1.9391 -0.7198
H -2.7090 -0.5004 -0.7268
H -1.4788 -0.6095 -1.8980
H -1.7957 -0.9917 1.5865
H -0.8147 1.8499 0.6178
H -0.6276 1.5858 -1.1469
H 1.4392 2.2133 0.5183
H 1.6907 1.4838 -1.1052
H 1.5993 0.2083 1.6726
H 0.5607 -1.8534 0.7827
H 0.8388 -1.3643 -0.8863
O -1.2813 -0.1674 1.4560
Cl 3.3334 -0.5067 0.0705
*
```

Values from the calculation:
SMILES	C[C@]1(O)CC[C@H](Cl)C1
gap between HOMO and LUMO	10.9	eV
energy relative to the best compared isomer or geometry (same formula, charge and spin)	1.9	kcal per mole
energy	-20970.3540	eV

---

[4]
C10H13NO in the gas phase in a non-equilibrium geometry. Source: OMol25; level of theory: wB97M-V/def2-TZVPD.

ORCA input file:
```
! wB97M-V def2-TZVPD RIJCOSX def2/J DEFGRID3
* xyz 0 1
C 1.8533 -0.3734 -0.3178
C 1.8645 0.8975 0.1125
C 0.8504 1.0692 1.2779
C -0.5315 0.6955 0.7819
C -1.5884 1.0637 1.6235
C -2.8442 0.6329 1.1701
C -3.0250 -0.2899 0.1902
C -1.9022 -0.6961 -0.7086
C -0.6863 -0.1289 -0.3678
C 0.5563 -0.7701 -1.0493
H 2.7991 -1.2907 -1.8775
H 3.9797 -0.6599 -0.6943
H 2.1003 -1.1724 0.3425
H 1.2533 1.3503 -0.8369
H 3.0746 1.3053 0.2604
H 1.3017 0.4450 2.1714
H 1.0112 2.1858 1.8175
H -1.2891 1.7313 2.4038
H -3.7728 0.5947 1.8939
H -4.0089 -0.5154 -0.2802
H -3.0708 -1.6477 -1.9021
H 0.5613 -1.8142 -0.9236
H 0.6041 -0.4594 -2.2159
N 3.0486 -0.5957 -1.1331
O -2.1389 -1.5573 -1.7386
*
```

Values from the calculation:
SMILES	N[C@H]1CCc2cccc(O)c2C1
gap between HOMO and LUMO	9.3	eV
energy relative to the best compared isomer or geometry (same formula, charge and spin)	87.1	kcal per mole
energy	-14114.6579	eV

---

[5]
2 unconnected molecules or ions with the total composition C3H10O3 in a non-equilibrium geometry. Source: OMol25; level of theory: wB97M-V/def2-TZVPD.

ORCA input file:
```
! wB97M-V def2-TZVPD RIJCOSX def2/J DEFGRID3
* xyz 0 1
C -0.4082 -0.0516 1.0862
O -0.6256 0.3672 2.3941
C 0.5097 0.8923 0.3089
C 0.5331 0.8151 -1.1821
O 0.2763 2.1065 -1.7499
H -1.2960 -0.1527 0.4509
H -0.0162 -1.0921 1.0636
H -1.3641 -0.1221 2.7583
H 1.4943 0.8611 0.7794
H 0.0961 1.8745 0.5646
H -0.1421 0.0612 -1.6018
H 1.5133 0.4951 -1.5624
H 0.7856 2.1845 -2.5567
H 0.3543 -3.9060 -1.1133
H 0.0416 -2.8595 0.0707
O -0.3036 -3.3469 -0.6546
*
```

Values from the calculation:
SMILES	OCCCO.O
gap between HOMO and LUMO	11.0	eV
energy relative to the best compared isomer or geometry (same formula, charge and spin)	21.2	kcal per mole
energy	-9414.6155	eV

---

[6]
5 unconnected molecules or ions with the total composition C17H31NO12 in a non-equilibrium geometry. Source: OMol25; level of theory: wB97M-V/def2-TZVPD.

ORCA input file:
```
! wB97M-V def2-TZVPD RIJCOSX def2/J DEFGRID3
* xyz 0 1
C -16.4208 4.0845 -11.4435
C -17.1510 3.3799 -10.2641
C -17.0093 1.8776 -10.2964
O -16.2304 1.5144 -9.2158
C -16.1286 2.6055 -8.4566
O -15.5193 2.4968 -7.3387
O -16.7592 3.6620 -8.9601
H -15.3450 3.9000 -11.3585
H -16.5508 5.1403 -11.4835
H -16.6882 3.7421 -12.3898
H -18.1942 3.4959 -10.4852
H -16.6746 1.5117 -11.2656
H -17.9625 1.4404 -10.0031
C -16.5181 5.9983 -5.5076
O -16.0289 5.2688 -4.4352
C -16.7513 4.3084 -3.7740
O -17.9567 3.6863 -4.3120
O -16.4132 3.9946 -2.4479
C -17.0736 2.8164 -1.8576
H -16.2923 7.0432 -5.3096
H -17.5543 5.8951 -5.5198
H -16.1163 5.6419 -6.4190
H -16.6215 1.8903 -2.3067
H -18.1178 2.8225 -2.2083
H -17.0548 2.8779 -0.7514
C -20.0071 5.4537 -2.5163
O -18.9783 6.3436 -2.8496
C -19.2640 7.6435 -3.1438
O -20.5252 8.1182 -3.2182
O -18.2169 8.3695 -3.5158
C -18.3624 9.6845 -3.9979
H -19.5316 4.4369 -2.2666
H -20.5841 5.1993 -3.3876
H -20.5962 5.8323 -1.6717
H -18.0040 9.6330 -5.0018
H -17.6136 10.2544 -3.5731
H -19.3202 10.1766 -3.9991
C -16.8149 0.1505 -4.9684
O -16.9967 -0.9874 -5.8347
C -17.7855 -0.8896 -6.8934
O -18.4220 0.2990 -7.0514
O -18.0061 -1.8887 -7.7152
C -18.7598 -1.5843 -8.9125
H -16.1766 0.1266 -4.1167
H -17.7617 0.4147 -4.5757
H -16.5171 0.9475 -5.6372
H -18.3011 -0.7254 -9.3719
H -19.7453 -1.3872 -8.5269
H -18.7889 -2.3929 -9.6904
C -20.7573 4.8143 -6.4225
C -21.1450 3.8957 -7.6001
C -20.1063 2.8068 -7.7479
C -20.3181 1.7511 -8.7824
N -20.5362 1.0511 -9.6822
H -21.2598 5.7552 -6.5064
H -19.7384 4.8193 -6.3850
H -21.1065 4.4112 -5.4169
H -21.1831 4.6075 -8.4208
H -22.1266 3.5574 -7.5285
H -20.0170 2.2965 -6.7716
H -19.1738 3.2631 -8.0195
*
```

Values from the calculation:
SMILES	C[C@H]1COC(=O)O1.COC(=O)OC.COC(=O)OC.COC(=O)OC.CCCC#N
gap between HOMO and LUMO	10.4	eV
energy	-44186.0050	eV

---

[7]
A molecular structure, C27H52ClN12ReS. Source: OMol25; level of theory: wB97M-V/def2-TZVPD.

ORCA input file:
```
! wB97M-V def2-TZVPD RIJCOSX def2/J DEFGRID3
* xyz 3 2
Re -1.2616 0.4071 0.3279
C 2.4715 2.7701 1.6579
N 1.6881 3.4574 0.6348
C 2.1936 4.7915 0.2921
C 0.5903 2.9381 0.0754
N -0.2454 2.1153 0.7940
C -0.4337 2.5153 2.2147
C -1.7149 1.9024 2.7568
N -1.7810 0.4666 2.3422
C -0.7666 -0.3479 3.0963
C -0.0888 -1.4134 2.2438
N 0.1993 -0.8508 0.9089
C 1.0314 -1.5201 0.0656
N 0.9548 -1.2487 -1.2512
C 2.0704 -1.5376 -2.1667
C -0.1613 -0.5084 -1.8054
N 1.8901 -2.4532 0.5023
C 2.1593 -3.6915 -0.2349
C 2.7290 -2.2567 1.6850
C -3.1608 -0.0934 2.4612
C -3.2525 -1.3946 1.6865
N -2.6430 -1.2245 0.3414
C -3.0408 -2.1370 -0.5749
N -3.3332 -3.4053 -0.2415
C -2.6143 -4.1580 0.7772
C -4.4244 -4.1469 -0.8835
N -3.1359 -1.7961 -1.8774
C -2.9091 -2.7660 -2.9493
C -3.7333 -0.5368 -2.3161
N 0.3020 3.2315 -1.2019
C 1.3274 3.5723 -2.1902
C -1.0695 3.4807 -1.6544
H 3.5238 2.8549 1.3854
H 2.2165 1.7137 1.6731
H 2.3363 3.2276 2.6388
H 2.4049 5.3149 1.2243
H 1.4429 5.3558 -0.2517
H 3.1134 4.7394 -0.2907
H -0.4946 3.6022 2.3010
H 0.4078 2.2023 2.8334
H -2.5923 2.3936 2.3412
H -1.7549 1.9814 3.8455
H -1.2418 -0.7983 3.9691
H -0.0054 0.3399 3.4580
H -0.7119 -2.2990 2.1283
H 0.8025 -1.7221 2.7805
H 2.9965 -1.5754 -1.6035
H 2.1417 -0.7265 -2.8879
H 1.9169 -2.4689 -2.7094
H -0.2488 0.5434 -1.3373
H -1.0771 -1.0917 -1.8773
H 0.0903 -0.1949 -2.8180
H 1.3853 -3.8661 -0.9772
H 2.1373 -4.5126 0.4813
H 3.1375 -3.6810 -0.7151
H 2.6766 -1.2215 2.0109
H 3.7597 -2.4618 1.3947
H 2.4608 -2.9412 2.4910
H -3.8410 0.6485 2.0485
H -3.4093 -0.2460 3.5137
H -4.3049 -1.6711 1.5952
H -2.7765 -2.1884 2.2628
H -1.6776 -3.6608 1.0163
H -2.3814 -5.1436 0.3733
H -3.2095 -4.2936 1.6819
H -5.0359 -3.4786 -1.4814
H -5.0507 -4.5746 -0.1009
H -4.0444 -4.9566 -1.5069
H -2.2930 -3.5865 -2.5883
H -2.3823 -2.2571 -3.7576
H -3.8410 -3.1601 -3.3552
H -4.2743 -0.0778 -1.4978
H -4.4352 -0.7530 -3.1216
H -2.9844 0.1630 -2.6994
H 2.3117 3.2890 -1.8372
H 1.3168 4.6367 -2.4243
H 1.1143 3.0221 -3.1078
H -1.4899 2.6323 -2.1969
H -1.0460 4.3361 -2.3281
H -1.7051 3.7237 -0.8103
S -5.0403 2.9856 -0.7854
C -3.7788 2.1437 -0.4270
N -2.7999 1.5032 -0.1557
Cl 4.7931 2.5609 -3.0099
C 4.9191 1.6903 -1.5257
C 6.1211 1.5970 -0.8417
C 6.1335 0.8710 0.3377
C 4.9598 0.2780 0.7797
N 3.8005 0.3651 0.1221
C 3.7958 1.0619 -1.0106
H 7.0145 2.0698 -1.2268
H 7.0457 0.7613 0.9072
H 4.9555 -0.2829 1.7072
H 2.8580 1.1221 -1.5540
*
```

Values from the calculation:
gap between HOMO and LUMO (alpha / beta)	6.7 / 6.7	eV
energy relative to the best compared isomer or geometry (same formula, charge and spin)	0.0	kcal per mole
<S²>	0.767
energy	-72188.3331	eV

---

[8]
2 unconnected molecules or ions with the total composition C11H17N2 in a non-equilibrium geometry. Source: OMol25; level of theory: wB97M-V/def2-TZVPD.

ORCA input file:
```
! wB97M-V def2-TZVPD RIJCOSX def2/J DEFGRID3
* xyz 1 1
C 0.0446 -1.3826 -2.4675
C -1.3082 -1.7932 -0.4109
C -0.1376 -1.4120 -0.9682
C 0.0913 -1.5322 1.3104
C 0.8048 -1.2688 0.1227
C 0.6379 -1.2580 2.5567
C 2.0805 -0.7063 0.1886
C 1.9716 -0.8849 2.6289
C 2.6707 -0.6242 1.4462
N -1.2279 -1.7863 0.9806
H -2.2459 -2.1006 -0.8508
H -1.7780 -2.4188 1.5463
H -0.7216 -1.9767 -2.9360
H 1.0394 -1.7341 -2.7205
H 0.0373 -1.2255 3.4562
H 2.6306 -0.3580 -0.6781
H 2.4589 -0.7452 3.5855
H 3.6992 -0.3050 1.5000
H -0.0120 -0.3723 -2.8673
C -0.8418 1.7691 -0.9200
C -1.5943 3.0434 -1.2247
N -0.4033 1.6609 0.5076
H -1.4736 0.9117 -1.0606
H 0.0152 1.6196 -1.5622
H -0.9785 3.9203 -1.0635
H -2.4373 3.1237 -0.5255
H -1.1727 1.9604 1.1063
H -0.1986 0.6873 0.7775
H 0.4368 2.1923 0.7341
H -2.0875 2.9958 -2.1919
*
```

Values from the calculation:
gap between HOMO and LUMO	8.4	eV
energy relative to the best compared isomer or geometry (same formula, charge and spin)	1.3	kcal per mole
energy	-14657.1038	eV

---

[9]
4 unconnected molecules or ions with the total composition C2H13NO4 in a non-equilibrium geometry. Source: OMol25; level of theory: wB97M-V/def2-TZVPD.

ORCA input file:
```
! wB97M-V def2-TZVPD RIJCOSX def2/J DEFGRID3
* xyz 0 1
C 0.4169 -2.1261 -1.2646
N 1.7045 -1.3589 -0.9153
C 1.4319 0.1315 -1.0812
O 1.1194 0.5010 -2.3514
H -0.1888 -1.7950 -0.4015
H 0.6282 -3.0965 -1.2397
H 0.0501 -1.7824 -2.1945
H 2.4279 -1.6178 -1.6392
H 0.7591 0.4573 -0.2770
H 2.3203 0.8168 -0.8962
H 0.2131 0.0349 -2.7433
H 0.8404 0.3108 2.3323
H 1.8749 1.3448 2.0019
O 1.0216 1.2519 2.3640
H -0.2595 3.8655 -1.2656
H 0.3492 2.5474 -1.5960
O -0.4788 2.9246 -1.3251
H -5.0106 -0.5421 3.4943
H -4.7563 -0.7884 4.9043
O -4.4634 -1.0793 4.0936
*
```

Values from the calculation:
SMILES	CNCO.O.O.O
gap between HOMO and LUMO	10.3	eV
energy relative to the best compared isomer or geometry (same formula, charge and spin)	53.3	kcal per mole
energy	-11963.1535	eV

---

[10]
2 unconnected molecules or ions with the total composition C2H2Cl2OS in a non-equilibrium geometry. Source: OMol25; level of theory: wB97M-V/def2-TZVPD.

ORCA input file:
```
! wB97M-V def2-TZVPD RIJCOSX def2/J DEFGRID3
* xyz 0 1
C -0.8198 -0.4186 0.1880
C 0.4127 0.0690 -0.5810
H -1.8402 -0.3220 1.8586
H 0.4317 0.3777 -1.6035
O -0.6930 -0.8044 1.4196
S -2.4048 -0.0440 -0.5187
Cl 1.9111 -1.0198 -0.2776
Cl 0.9049 1.5598 0.2215
*
```

Values from the calculation:
gap between HOMO and LUMO	8.4	eV
energy relative to the best compared isomer or geometry (same formula, charge and spin)	56.9	kcal per mole
energy	-40031.3014	eV

---

[11]
A molecular structure, C6H9LiO2Tb in a non-equilibrium geometry. Source: OMol25; level of theory: wB97M-V/def2-TZVPD.

ORCA input file:
```
! wB97M-V def2-TZVPD RIJCOSX def2/J DEFGRID3
* xyz 2 8
C 1.1267 0.8825 -0.8424
H 0.9878 1.6473 -0.0866
H 0.3368 0.4355 -0.2800
C -1.3220 1.4736 0.4862
C -1.4573 0.5564 1.5827
C -2.1183 -0.6377 1.4398
O -1.5127 -1.8451 1.5351
Li -2.3172 -3.0609 2.6355
H -1.6360 1.0910 -0.4911
H -0.8191 2.4208 0.6900
H -0.7818 0.6857 2.4361
H -3.1779 -0.6634 1.1493
H 3.3204 -0.4487 -0.8194
O 1.5794 -1.6306 -0.8791
C 2.2554 -0.4745 -1.0914
C 1.8553 0.5573 -2.1104
H 2.6460 1.2480 -2.4209
H 1.2088 0.1578 -2.9029
Tb -0.1744 -2.3950 -0.0303
*
```

Values from the calculation:
gap between HOMO and LUMO (alpha / beta)	4.6 / 6.9	eV
<S²>	16.767
energy	-33080.8218	eV

---

[12]
A molecular structure, C6H12ClCrO6 in a non-equilibrium geometry. Source: OMol25; level of theory: wB97M-V/def2-TZVPD.

ORCA input file:
```
! wB97M-V def2-TZVPD RIJCOSX def2/J DEFGRID3
* xyz 1 5
Cr 0.7166 -1.1227 -0.3265
Cl 2.0981 -0.0760 1.3861
C 3.5025 2.1726 -1.0262
O 2.8890 1.9642 -2.3114
C 2.0828 0.9784 -2.5153
O 1.7351 0.1586 -1.6668
O 1.7086 0.9652 -3.7686
C 0.7961 -0.0432 -4.1624
H 2.8537 2.7499 -0.3696
H 4.4823 2.6000 -1.1816
H 3.5771 1.2214 -0.4956
H 0.5820 0.0513 -5.2238
H -0.1619 0.0560 -3.6510
H 1.2031 -1.0506 -4.0635
C -1.0392 0.5907 2.7925
O -2.0712 -0.3857 2.6158
C -1.9364 -1.2884 1.6885
O -0.9677 -1.3787 0.9469
O -2.9378 -2.1090 1.6312
C -3.9712 -2.1171 2.6187
H -0.9554 1.2047 1.8931
H -0.0778 0.1199 2.9735
H -1.3198 1.2716 3.5873
H -4.3081 -1.1550 2.9858
H -3.6770 -2.7271 3.4736
H -4.8037 -2.6510 2.1692
*
```

Values from the calculation:
gap between HOMO and LUMO (alpha / beta)	8.2 / 8.9	eV
energy relative to the best compared isomer or geometry (same formula, charge and spin)	0.0	kcal per mole
<S²>	6.026
energy	-59639.8833	eV